1.
{"formula": "C5H12OSSi", "method": "ωB97M-V/def2-TZVPD", "lumo_energy_ha": [-0.036, -0.034], "homo_lumo_gap_ev": [7.75, 6.61], "e_tot_ev": -26136.79736, "homo_energy_ev": [-8.73, -7.54], "de_lowest_ev": 3.176, "elements": ["H", "H", "H", "H", "H", "H", "C", "H", "C", "H", "S", "C", "H", "C", "C", "H", "O", "Si", "H", "H"], "positions_angstrom": [[-2.07, -1.88, -0.82], [-1.65, 1.62, -1.96], [-0.45, 2.63, -1.24], [0.04, 1.41, -2.30], [0.83, 1.12, 1.70], [-2.29, -1.25, 0.91], [-0.21, 0.93, 1.47], [-3.07, -0.38, -0.38], [1.72, -1.60, 0.06], [-0.64, 0.29, 2.36], [3.40, -0.29, 0.84], [0.81, -0.88, -0.77], [1.30, -1.85, 1.02], [-2.13, -0.92, -0.19], [-0.65, 1.60, -1.57], [-0.68, 1.94, 1.42], [2.77, 0.41, 1.96], [-0.66, 0.21, -0.24], [2.38, -2.43, -0.45], [1.23, -0.68, -1.81]], "lowdin_charge": [0.059, 0.017, 0.037, -0.026, -0.022, 0.054, -0.189, 0.019, -0.345, 0.070, 0.832, -0.225, 0.042, -0.210, -0.161, 0.030, -0.655, 0.513, 0.095, 0.066]}

***

2.
{"formula": "C27H22O5PS3W", "method": "ωB97M-V/def2-TZVPD", "lumo_energy_ha": -0.196, "homo_lumo_gap_ev": 6.12, "e_tot_ev": -82208.04610, "homo_energy_ev": -11.45, "de_lowest_ev": 0.924, "total_charge": 1, "elements": ["H", "C", "C", "C", "S", "H", "P", "H", "H", "O", "H", "C", "H", "C", "C", "H", "H", "C", "C", "H", "H", "O", "W", "H", "H", "C", "C", "H", "C", "H", "S", "H", "H", "C", "H", "O", "C", "H", "O", "C", "O", "H", "C", "C", "C", "C", "C", "H", "H", "C", "C", "C", "H", "S", "C", "C", "C", "C", "C"], "positions_angstrom": [[0.40, -0.18, 6.25], [3.10, -5.70, 2.71], [-0.31, 2.96, -0.27], [-2.47, -1.38, -1.94], [-0.49, 4.51, -0.60], [5.66, 1.09, 3.20], [1.78, -1.49, 1.59], [5.32, 0.73, -1.06], [-1.57, -2.25, -4.87], [-1.28, -1.11, 0.48], [-0.15, -3.18, -3.11], [3.78, -0.23, 0.09], [-3.18, -1.04, -1.20], [-1.56, -2.53, -1.49], [3.49, -3.65, 1.51], [0.51, -3.56, 3.16], [-2.01, -3.52, -1.60], [5.61, 0.99, 1.05], [1.47, -3.94, 2.81], [3.28, -0.61, -0.79], [0.04, -0.44, -3.59], [1.84, -2.84, -1.46], [0.16, 0.09, 0.27], [3.42, -6.69, 2.99], [3.61, -0.23, 3.48], [-0.49, 1.17, 3.26], [0.96, -2.08, -1.69], [4.11, -3.04, 0.86], [0.21, 0.31, 2.41], [6.52, 1.57, 0.93], [1.26, 2.12, -0.22], [-3.90, -1.04, -3.54], [1.65, -1.72, 4.75], [-3.06, -1.69, -3.32], [-3.41, -2.72, -3.38], [0.97, -0.78, -1.18], [4.94, 0.52, -0.07], [-0.97, 1.63, 5.28], [-0.52, -3.23, 0.55], [2.29, -3.15, 2.00], [-1.51, -0.35, -2.20], [1.27, -5.81, 3.82], [-1.85, -1.40, -4.24], [5.13, 0.72, 2.32], [-1.10, -2.39, -0.06], [3.98, -0.03, 2.49], [-0.41, 0.98, 4.63], [-2.04, -0.55, -4.88], [4.83, -5.31, 1.50], [0.98, -0.70, 2.98], [3.90, -4.92, 1.87], [-0.31, -2.33, -2.46], [-1.10, 1.97, 2.86], [-1.56, 1.82, 0.13], [3.29, -0.50, 1.37], [-0.77, -1.05, -3.22], [0.35, -0.05, 5.17], [1.89, -5.20, 3.18], [1.06, -0.92, 4.34]], "lowdin_charge": [0.116, -0.053, -1.713, -0.252, 0.702, 0.115, 1.078, 0.116, 0.125, -0.252, 0.168, -0.125, 0.164, -0.060, -0.066, 0.111, 0.170, -0.050, -0.091, 0.088, 0.168, 0.187, 1.424, 0.114, 0.109, -0.092, -0.476, 0.111, -0.341, 0.115, 0.581, 0.124, 0.117, -0.076, 0.124, -0.311, -0.058, 0.116, 0.166, -0.333, -0.124, 0.114, -0.080, -0.049, -0.481, -0.057, -0.046, 0.125, 0.114, -0.399, -0.055, -0.049, 0.077, 0.612, -0.357, -0.241, -0.042, -0.055, -0.067]}

***

3.
{"formula": "C6H12Cl2N4O", "method": "ωB97M-V/def2-TZVPD", "lumo_energy_ha": -0.316, "homo_lumo_gap_ev": 9.78, "e_tot_ev": -39450.20801, "homo_energy_ev": -18.38, "de_lowest_ev": 0.739, "total_charge": 2, "elements": ["H", "N", "H", "N", "H", "O", "C", "Cl", "H", "H", "C", "Cl", "N", "H", "H", "C", "N", "C", "H", "H", "H", "H", "C", "C", "H"], "positions_angstrom": [[-0.16, -0.63, -2.16], [-1.65, 0.03, -0.89], [3.40, -0.30, -0.45], [0.32, 2.16, 0.29], [-1.60, -0.49, -3.01], [2.18, -2.13, 0.31], [-1.18, -0.77, -2.01], [-3.33, -0.42, 1.51], [-0.37, -2.60, 0.46], [-1.27, -1.80, -1.87], [-1.66, 0.17, 1.62], [-0.92, -0.86, 2.91], [-0.04, -1.65, 0.18], [-1.72, 1.06, -1.19], [-2.65, -0.22, -0.62], [-0.90, -0.02, 0.34], [1.49, 0.08, 0.21], [1.26, -1.41, 0.31], [-1.52, 1.24, 2.05], [3.32, 0.39, 1.16], [2.87, 1.52, -0.28], [-0.39, 2.79, 0.23], [0.41, 0.81, 0.36], [2.89, 0.44, 0.19], [1.19, 2.60, 0.33]], "lowdin_charge": [0.091, 0.041, 0.127, 0.291, 0.156, 0.224, 0.009, 0.746, 0.187, 0.096, -0.967, 0.702, 0.185, 0.229, 0.145, -0.281, 0.038, -0.522, 0.129, 0.113, 0.152, 0.119, -0.175, 0.055, 0.109]}

***

4.
{"formula": "C5H6O2", "method": "ωB97M-V/def2-TZVPD", "lumo_energy_ha": 0.036, "homo_lumo_gap_ev": 11.38, "e_tot_ev": -9375.26190, "smiles": "C#C[C@@H](C)OC=O", "homo_energy_ev": -10.41, "de_lowest_ev": 1.834, "elements": ["C", "H", "C", "C", "O", "C", "H", "H", "O", "H", "H", "C", "H"], "positions_angstrom": [[-0.13, -0.23, 0.27], [-0.99, -2.19, 0.04], [2.13, -0.22, -0.44], [-0.49, 1.19, 0.23], [0.86, -0.51, -0.75], [-0.80, 2.35, 0.19], [-1.06, 3.39, 0.16], [-2.09, -0.98, 0.74], [2.51, 0.22, 0.61], [-1.72, -0.94, -1.00], [2.77, -0.46, -1.30], [-1.31, -1.15, -0.01], [0.33, -0.45, 1.24]], "lowdin_charge": [-0.376, 0.087, -0.335, -0.070, -0.007, 0.142, 0.032, 0.091, 0.082, 0.091, 0.148, -0.031, 0.148]}

***

5.
{"formula": "C43H37Cl5N3O3PS3Se2Ta", "method": "ωB97M-V/def2-TZVPD", "lumo_energy_ha": -0.340, "homo_lumo_gap_ev": 6.36, "e_tot_ev": -292435.55878, "homo_energy_ev": -15.62, "de_lowest_ev": 0.859, "total_charge": 3, "elements": ["H", "C", "H", "C", "H", "S", "H", "C", "O", "Cl", "C", "C", "H", "H", "H", "C", "H", "C", "H", "C", "H", "C", "N", "H", "O", "C", "C", "C", "H", "Cl", "H", "H", "C", "H", "P", "H", "C", "C", "H", "H", "C", "C", "S", "C", "C", "C", "C", "C", "H", "O", "C", "C", "C", "H", "Cl", "H", "S", "H", "H", "Cl", "H", "C", "H", "C", "H", "C", "C", "C", "H", "C", "H", "Se", "N", "C", "H", "C", "C", "H", "Se", "H", "C", "C", "N", "H", "C", "H", "H", "H", "C", "C", "C", "C", "Cl", "H", "C", "H", "Ta", "C"], "positions_angstrom": [[-4.47, -5.89, -3.63], [1.71, -4.26, -0.42], [0.74, -4.54, -0.04], [3.95, 1.76, 1.54], [-3.30, 1.21, -4.35], [-1.58, -2.97, -1.10], [5.88, 1.14, -0.38], [1.19, 1.78, -4.91], [-1.58, 0.10, 1.20], [2.74, 3.40, -2.34], [1.11, 4.00, -5.81], [2.33, 5.30, -0.43], [-1.70, -3.10, -6.18], [-5.37, -0.22, 3.01], [4.49, -5.49, -1.85], [-5.18, -2.66, -2.90], [-5.97, -1.92, -3.03], [2.07, 4.01, -0.89], [-2.03, -4.84, 0.26], [5.05, 0.45, -0.30], [-3.71, -1.62, 3.42], [-3.25, -1.61, -6.21], [2.03, -2.97, -0.31], [5.39, -1.18, -1.70], [0.94, 1.92, -0.53], [1.73, 2.76, -5.72], [-4.01, 1.08, 1.92], [-1.74, -0.27, -4.33], [-4.64, 0.02, -6.05], [0.26, 5.41, 3.00], [4.77, 2.45, 1.33], [1.53, 4.77, -6.44], [0.96, 4.91, 1.52], [3.00, 2.29, 1.45], [-0.72, 0.72, -3.24], [-6.26, -4.21, -3.91], [-2.96, 0.27, -4.75], [-3.04, -3.27, -2.05], [-4.26, -3.75, 0.17], [-7.12, 3.17, 1.11], [-6.25, 2.58, 1.33], [-0.05, 4.26, -5.10], [1.69, -0.36, 1.46], [1.26, 3.17, -0.15], [-3.55, -3.44, 0.93], [-3.10, -1.51, 2.53], [1.77, 5.76, 0.77], [-0.61, 3.28, -4.29], [-1.52, 3.48, -3.74], [-1.53, -1.48, -0.82], [-2.13, -3.76, 0.46], [-5.25, 0.66, 2.40], [-3.70, -0.40, -5.71], [-7.34, 1.10, 2.44], [-0.26, 2.48, 1.87], [-0.54, 5.23, -5.18], [-2.55, 0.21, 2.45], [4.05, 1.39, 2.55], [-3.83, -2.13, -6.97], [2.07, 7.34, 1.31], [2.63, 2.56, -6.28], [4.82, -0.70, -0.93], [-0.34, -1.90, -4.50], [-3.79, -1.96, 1.24], [-4.90, 3.91, 0.32], [-2.05, -2.16, -5.78], [4.15, -3.46, -1.27], [-3.18, -4.56, -2.57], [-3.88, -1.31, -1.82], [2.56, -5.21, -0.95], [-3.75, -4.06, 1.82], [-2.03, 1.53, -1.64], [4.01, 0.66, 0.58], [3.80, -4.79, -1.41], [-1.36, -3.49, 1.19], [-3.87, 2.25, 1.19], [-4.34, -4.89, -3.24], [-2.38, -5.29, -2.44], [0.86, -0.48, -2.27], [-3.42, -1.38, 0.41], [-6.37, 1.42, 2.09], [0.02, 2.04, -4.20], [3.62, -1.22, -0.44], [5.13, -3.13, -1.59], [3.12, -0.34, 0.48], [-4.86, -1.78, 1.31], [2.27, -6.25, -1.00], [1.66, 0.80, -4.84], [-5.35, -3.94, -3.40], [-5.00, 2.99, 0.89], [-4.02, -2.31, -2.22], [3.23, -2.60, -0.69], [3.34, 6.32, -1.34], [-2.90, 2.60, 0.88], [-1.28, -1.49, -4.84], [-2.16, -2.03, 2.71], [-0.20, 0.52, -0.10], [0.72, 3.63, 1.04]], "lowdin_charge": [0.123, -0.120, 0.092, 0.019, 0.095, 1.008, 0.149, -0.126, -0.809, 0.816, -0.041, -0.679, 0.121, 0.117, 0.131, -0.048, 0.119, -0.598, 0.106, 0.009, 0.117, -0.038, 0.097, 0.134, -0.475, -0.064, -0.377, -0.406, 0.122, 0.778, 0.113, 0.123, -0.688, 0.064, 0.399, 0.121, -0.095, -0.414, 0.116, 0.128, -0.020, -0.046, 0.667, -0.432, -0.187, -0.280, -0.688, -0.099, 0.079, -0.774, -0.288, -0.067, -0.046, 0.129, 0.812, 0.121, 1.155, 0.112, 0.123, 0.783, 0.122, 0.001, 0.081, -0.217, 0.126, -0.046, 0.019, -0.077, 0.099, -0.022, 0.136, 0.511, -0.090, -0.016, 0.091, -0.122, -0.042, 0.121, 0.506, 0.076, -0.025, -0.423, 0.026, 0.111, -0.628, 0.122, 0.123, 0.091, -0.041, -0.036, -0.081, -0.278, 0.779, 0.042, -0.093, 0.101, 1.219, -0.556]}

***

6.
{"formula": "C6H18FeNO9", "method": "ωB97M-V/def2-TZVPD", "lumo_energy_ha": [-0.115, -0.115], "homo_lumo_gap_ev": [8.86, 8.90], "e_tot_ev": -60808.85940, "multiplicity": 5, "s2": 6.01, "homo_energy_ev": [-11.98, -12.03], "de_lowest_ev": 0.000, "total_charge": 1, "elements": ["O", "H", "N", "C", "H", "C", "H", "H", "H", "H", "O", "O", "O", "H", "H", "C", "O", "H", "O", "H", "H", "C", "O", "H", "O", "H", "H", "H", "H", "C", "C", "H", "Fe", "O", "H"], "positions_angstrom": [[3.32, -1.19, 2.20], [2.37, 2.53, -2.35], [2.66, -0.35, 1.61], [-0.80, 0.99, 2.53], [-2.85, 0.41, 2.93], [-2.08, -1.76, -0.70], [0.23, 0.71, 2.75], [-1.21, -1.75, 3.32], [-3.12, -0.51, -2.14], [1.22, -1.30, -2.68], [-1.24, 0.30, -1.76], [-1.68, -1.21, 2.69], [3.08, 0.82, 1.39], [-2.45, -2.74, -1.00], [-1.63, 0.15, 4.28], [2.28, 0.38, -2.57], [1.50, -0.69, -1.99], [-2.64, -1.38, 0.16], [-0.70, -1.87, -0.26], [-0.61, -2.68, 0.25], [-1.77, -1.48, -2.74], [2.32, 1.65, -1.71], [1.11, 1.84, -0.92], [1.25, 2.66, -0.42], [1.52, -0.67, 1.09], [1.96, 0.55, -3.60], [-0.78, 2.02, 2.93], [3.21, 1.62, -1.08], [-1.76, 1.57, 1.00], [-1.83, 0.14, 3.20], [-2.11, -0.84, -1.92], [3.31, 0.04, -2.70], [0.29, 0.05, -0.38], [-0.94, 1.05, 1.08], [-1.44, 0.90, -2.49]], "lowdin_charge": [0.069, 0.134, -0.527, -0.191, 0.127, -0.159, 0.120, 0.096, 0.140, 0.124, -0.096, -0.076, -0.016, 0.139, 0.135, -0.152, -0.082, 0.121, -0.094, 0.133, 0.132, -0.141, -0.106, 0.135, -0.140, 0.129, 0.137, 0.122, 0.122, -0.184, -0.156, 0.135, 0.838, -0.105, 0.138]}